Formula: C7H30O10
Source: the OMol25 dataset
Level of theory: ωB97M-V/def2-TZVPD

Summary:
* relative energy (zero: lowest compared OMol25 entry of this formula, charge and spin): 418.3 kJ/mol
* calculated total energy: -28217.5602 eV
* highest occupied orbital energy: -9.70 eV
* orbital gap: 9.639 eV
* structure (SMILES): C=C/C=C/C(=C)C.O.O.O.O.O.O.O.O.O.O

Last column: natural (NBO) charge in e.
Atoms and positions in Å:
1 C -0.60 2.85 0.52  -0.680
2 C -1.16 1.57 0.09  -0.022
3 C -2.40 1.62 -0.41  -0.399
4 C -0.94 -0.67 1.18  -0.202
5 C -0.51 0.27 0.35  -0.205
6 C 0.52 -2.08 2.49  -0.398
7 C -0.10 -1.89 1.34  -0.203
8 H 0.16 3.27 -0.13  0.233
9 H -1.16 3.76 0.73  0.240
10 H -0.35 2.84 1.61  0.222
11 H -2.81 0.67 -0.81  0.177
12 H -3.02 2.50 -0.55  0.208
13 H -1.82 -0.58 1.80  0.217
14 H 0.51 0.18 0.00  0.193
15 H 1.23 -2.89 2.67  0.213
16 H 0.34 -1.61 3.45  0.176
17 H 0.17 -2.51 0.51  0.224
18 H 3.04 2.15 2.82  0.478
19 H 3.79 1.58 1.57  0.458
20 O 3.91 2.01 2.40  -0.936
21 H -4.75 -0.27 0.33  0.469
22 H -4.28 -0.02 1.74  0.474
23 O -4.65 -0.71 1.18  -0.939
24 H -3.34 -2.85 -0.31  0.479
25 H -3.95 -2.78 -1.60  0.469
26 O -3.12 -3.14 -1.21  -0.947
27 H -0.73 -3.41 -2.06  0.506
28 H 0.17 -3.75 -3.30  0.492
29 O 0.16 -3.38 -2.42  -0.969
30 H 1.69 0.96 4.41  0.488
31 H 1.18 -0.26 3.38  0.490
32 O 1.84 0.41 3.65  -0.988
33 H 2.48 -1.85 -0.90  0.458
34 H 1.60 -2.92 -1.66  0.496
35 O 2.52 -2.64 -1.46  -0.998
36 H 2.81 3.27 -1.31  0.470
37 H 3.35 1.91 -0.79  0.481
38 O 3.55 2.85 -0.87  -0.956
39 H 0.79 0.57 -1.74  0.470
40 H 0.68 -0.04 -3.16  0.481
41 O 0.76 0.78 -2.68  -0.949
42 H -3.19 1.83 -3.57  0.466
43 H -1.71 1.46 -3.10  0.491
44 O -2.26 1.94 -3.72  -0.955
45 H 3.65 -0.75 -0.65  0.498
46 H 2.98 -0.12 0.59  0.488
47 O 2.96 -0.13 -0.39  -0.960

Formula: C7H31NO8
Source: the OMol25 dataset
Level of theory: ωB97M-V/def2-TZVPD

Summary:
* relative energy (zero: lowest compared OMol25 entry of this formula, charge and spin): 444.4 kJ/mol
* calculated total energy: -25629.0191 eV
* highest occupied orbital energy: -9.83 eV
* orbital gap: 9.978 eV
* structure (SMILES): C=CCCC[C@H](C)N.O.O.O.O.O.O.O.O

Last column: natural (NBO) charge in e.
Atoms and positions in Å:
1 C 0.82 0.38 3.65  -0.609
2 C 0.33 0.61 2.20  -0.090
3 C -0.48 -0.54 1.51  -0.423
4 C 0.56 -1.37 0.65  -0.406
5 C 1.53 -0.91 -0.39  -0.508
6 C 0.91 -1.10 -1.65  -0.131
7 C 1.38 -1.70 -2.72  -0.427
8 N -0.37 1.82 2.17  -0.873
9 H -0.01 0.07 4.26  0.187
10 H 1.53 -0.50 3.65  0.212
11 H 1.15 1.29 4.06  0.216
12 H 1.32 0.54 1.67  0.223
13 H -0.86 -1.26 2.37  0.198
14 H -1.28 -0.10 0.82  0.231
15 H 1.12 -1.87 1.54  0.205
16 H -0.02 -2.21 0.21  0.203
17 H 1.86 0.15 -0.38  0.267
18 H 2.55 -1.42 -0.22  0.225
19 H -0.09 -0.62 -1.67  0.191
20 H 0.93 -1.78 -3.67  0.178
21 H 2.26 -2.13 -2.76  0.186
22 H -1.14 1.82 2.92  0.385
23 H 0.31 2.72 2.24  0.413
24 H -2.64 -1.28 1.52  0.484
25 H -3.66 -2.13 0.80  0.482
26 O -3.05 -1.45 0.71  -0.957
27 H 0.76 1.77 -1.18  0.512
28 H 1.56 1.76 -2.51  0.490
29 O 1.62 1.71 -1.57  -0.999
30 H 2.74 1.98 0.15  0.489
31 H 3.79 2.85 0.91  0.472
32 O 3.52 1.97 0.74  -0.963
33 H -1.83 1.81 -0.71  0.517
34 H -0.70 1.99 0.56  0.506
35 O -0.82 2.00 -0.50  -1.105
36 H -0.67 -2.92 -3.34  0.485
37 H -1.63 -2.68 -2.14  0.474
38 O -1.49 -3.15 -2.96  -0.922
39 H 0.05 3.81 -0.26  0.480
40 H 1.46 3.60 -0.89  0.485
41 O 0.89 4.14 -0.27  -0.980
42 H 0.02 -3.89 -0.13  0.460
43 H -0.86 -3.86 -1.47  0.471
44 O -0.73 -4.37 -0.56  -0.966
45 H -3.51 0.51 0.04  0.484
46 H -3.49 0.70 -1.37  0.472
47 O -3.54 1.20 -0.54  -0.925

Formula: C7H31NO9
Source: the OMol25 dataset
Level of theory: ωB97M-V/def2-TZVPD

Summary:
* <S²>: 0.7506
* relative energy (zero: lowest compared OMol25 entry of this formula, charge and spin): 0.0 kJ/mol
* calculated total energy: -27678.0841 eV
* net charge: -1
* 2S+1: 2
* highest occupied orbital energy (alpha / beta): 0.27 / -5.03 eV
* orbital gap (alpha / beta): 2.011 / 7.244 eV

Last column: Mulliken spin population.
Atoms and positions in Å:
1 C -2.79 -0.04 0.23  0.084
2 C -1.64 0.54 -0.51  0.378
3 N 0.04 -2.00 -0.53  0.069
4 C 0.47 -0.82 0.09  0.549
5 C -0.17 0.36 0.00  -0.725
6 C 0.45 1.62 0.40  0.384
7 C 1.74 1.94 0.29  -0.265
8 C 2.10 3.39 0.70  -0.002
9 H -3.67 0.57 0.11  -0.026
10 H -2.57 -0.10 1.32  0.005
11 H -3.10 -1.09 0.05  -0.049
12 H -1.70 1.65 -0.47  -0.040
13 H -1.68 0.40 -1.59  0.156
14 H 0.57 -2.83 -0.36  -0.047
15 H -0.91 -2.20 -0.79  -0.101
16 H 1.40 -0.79 0.64  0.035
17 H -0.32 2.20 0.90  0.154
18 H 2.35 1.35 -0.37  0.124
19 H 1.82 3.64 1.73  0.005
20 H 1.74 4.04 -0.05  -0.073
21 H 3.19 3.64 0.70  0.021
22 H -0.85 1.70 4.84  -0.003
23 H 0.48 1.94 3.97  0.003
24 O -0.40 1.53 4.00  -0.005
25 H -0.29 -2.03 2.84  0.000
26 H -0.15 -0.60 3.27  0.034
27 O -0.38 -1.47 3.64  -0.068
28 H 1.64 0.63 -3.64  -0.055
29 H 1.64 -0.27 -2.41  0.348
30 O 1.99 -0.23 -3.33  -0.276
31 H 0.54 -1.37 -4.81  -0.062
32 H 0.25 -2.06 -3.53  0.051
33 O -0.17 -1.95 -4.40  0.229
34 H -3.03 -3.34 -1.49  -0.003
35 H -2.81 -2.90 -0.03  -0.018
36 O -2.57 -3.57 -0.67  -0.001
37 H -0.67 1.68 -3.59  0.102
38 H -1.10 3.21 -3.90  -0.028
39 O -0.85 2.57 -3.23  0.080
40 H 1.59 -0.66 4.21  0.000
41 H 2.20 -1.48 3.18  0.030
42 O 2.26 -0.57 3.50  -0.055
43 H -1.87 -2.47 -3.92  -0.014
44 H -3.12 -1.58 -3.70  -0.037
45 O -2.63 -2.32 -3.33  0.123
46 H 3.12 1.13 3.79  0.000
47 H 2.51 1.96 2.61  -0.015
48 O 2.98 2.01 3.44  0.002

- Which value of calculated total energy does entry 2 give?
  -25629.0191 eV

- What is the relative energy (zero: lowest compared OMol25 entry of this formula, charge and spin) in the first record?
  418.3 kJ/mol

- The highest calculated total energy belongs to which entry?
  C7H31NO8

- Number 3 is which compound?
  C7H31NO9